No. 1
C53H80BBiClN16OP | the ωB97M-V functional and the def2-TZVPD basis

Its net charge is +2. For the HOMO energy, the calculation gives -11.6 eV. The LUMO energy is -4.307 eV. As for the multiplicity: 1.

Atoms and positions in Å:
Bi: -0.293 -0.479 0.409
Cl: 0.365 -0.560 -7.429
P: 3.479 -0.754 -1.020
O: 1.194 -0.199 -1.658
N: 0.388 -0.358 2.960
N: -2.060 1.873 1.706
N: 4.837 -1.899 -3.233
N: -1.979 0.500 1.838
N: 6.359 -1.037 -1.558
N: 0.972 -0.636 5.205
N: -2.056 -2.530 0.090
N: 5.104 0.483 -2.976
N: 0.041 2.669 0.365
N: -2.178 2.000 -0.826
N: 0.081 -2.796 -1.512
N: 2.331 -4.161 2.698
N: -1.940 0.655 -1.036
N: 1.394 -2.334 3.724
N: 1.226 -2.486 1.420
N: 0.799 1.649 0.911
C: 0.855 3.711 0.063
C: -3.290 1.415 -2.634
C: -0.541 -6.350 -0.532
C: -1.952 -2.361 3.403
C: 4.160 2.535 2.321
C: -0.444 -3.968 -0.949
C: 6.067 -2.143 -2.572
C: -4.471 4.031 2.203
C: 3.340 1.468 1.578
C: -2.722 -1.050 -4.237
C: -2.198 4.911 2.967
C: 0.801 -0.275 -2.906
C: -1.597 -3.800 -0.133
C: 0.171 -2.713 -2.786
C: -2.713 2.382 2.773
C: -1.699 -6.217 0.179
C: 0.777 0.875 -3.720
C: 4.866 -0.609 -3.919
C: 3.224 0.241 2.471
C: -3.050 1.326 3.598
C: -4.084 -3.470 0.960
C: -3.573 -4.732 0.886
C: -0.180 6.052 0.105
C: 0.059 4.693 -2.096
C: 0.381 -1.580 -4.931
C: 6.332 0.305 -2.297
C: 5.321 -1.043 -0.471
C: -2.968 -1.216 3.520
C: 0.876 -1.061 3.908
C: 2.872 -4.562 3.995
C: -3.779 3.775 -2.018
C: 0.489 -1.510 -3.534
C: -3.411 -1.122 4.986
C: 0.062 -5.227 -1.142
C: -3.025 2.468 -1.781
C: -3.256 -2.387 0.604
C: 2.070 2.093 1.011
C: -2.598 0.160 2.989
C: -2.282 -4.936 0.341
C: -3.218 3.774 3.049
C: 3.653 -2.042 -2.374
C: 0.614 0.796 -5.088
C: 1.640 -3.000 2.525
C: 2.127 3.372 0.464
C: -3.415 5.071 -1.307
C: 3.954 0.713 -2.092
C: 0.595 4.994 -0.687
C: -2.857 -1.069 -2.708
C: -2.627 0.304 -2.143
C: -5.277 3.495 -1.791
C: 2.686 -5.018 1.579
C: 0.474 -0.448 -5.704
C: -4.281 -1.532 -2.353
B: -1.544 2.654 0.432
H: 5.604 -0.282 0.259
H: 2.376 -6.043 1.787
H: -2.630 -0.668 5.602
H: -4.154 -5.589 1.210
H: -1.894 -0.422 -4.560
H: 0.930 -5.359 -1.780
H: -5.638 2.667 -2.401
H: 0.540 0.234 5.458
H: 0.600 1.696 -5.691
H: 4.531 3.318 1.661
H: -2.140 -1.761 -2.280
H: -3.605 1.417 4.518
H: -3.643 3.964 -3.085
H: 3.565 3.007 3.107
H: -0.217 5.615 -2.612
H: 6.490 1.083 -1.552
H: -1.246 4.621 3.421
H: 3.926 1.172 0.705
H: -2.560 -2.061 -4.621
H: 5.660 -0.618 -4.667
H: -2.388 5.356 -1.481
H: 2.085 -4.770 4.725
H: -5.863 4.382 -2.044
H: 6.037 -3.083 -2.023
H: -5.286 3.375 2.513
H: 0.191 -2.536 -5.408
H: -4.806 5.064 2.319
H: -1.290 -2.277 2.547
H: -3.632 -0.664 -4.700
H: 5.027 2.065 2.788
H: 0.839 4.203 -2.684
H: 3.910 -0.448 -4.417
H: -0.087 7.021 -0.391
H: -4.411 -2.588 -2.609
H: -4.333 -0.554 5.107
H: 1.253 -1.241 5.955
H: -3.596 -2.128 5.367
H: 7.290 -1.181 -1.170
H: -1.234 5.827 0.195
H: 0.237 6.146 1.109
H: 2.185 -4.707 0.671
H: -3.546 3.728 4.087
H: 4.161 1.583 -1.466
H: 0.920 1.839 -3.240
H: -2.583 5.776 3.511
H: -0.102 -7.330 -0.671
H: -3.601 5.027 -0.237
H: -5.467 3.252 -0.742
H: 3.430 -5.483 3.862
H: -1.339 -2.402 4.306
H: 2.987 4.015 0.376
H: 2.771 0.509 3.428
H: -3.580 -1.362 0.762
H: 1.590 5.417 -0.821
H: 1.476 -2.990 0.579
H: 3.766 -5.010 1.412
H: -4.511 -1.404 -1.297
H: 2.641 -0.545 1.997
H: -2.011 5.221 1.944
H: 0.116 0.571 3.275
H: -2.485 -3.309 3.333
H: -2.200 -7.080 0.601
H: -5.094 -3.291 1.306
H: -3.859 -1.506 2.957
H: 3.565 -3.818 4.397
H: -4.044 5.865 -1.714
H: -5.014 -0.952 -2.915
H: 5.367 -2.013 0.029
H: 2.783 -2.005 -3.020
H: 1.716 -2.786 4.557
H: 7.166 0.292 -2.999
H: 4.229 -0.138 2.680
H: -3.914 1.457 -3.515
H: 6.895 -2.154 -3.280
H: -1.905 3.776 0.519
H: 3.668 -3.031 -1.906
H: -0.803 4.028 -2.070
H: -4.270 3.840 1.152
H: 3.092 0.963 -2.709
H: -0.107 -3.579 -3.401

No. 2
C68H55Cl5NO2P2PdS3 | the ωB97M-V functional and the def2-TZVPD basis

Its net charge is +3. For the HOMO energy, the calculation gives -13.6 eV. The LUMO energy is -10.484 eV. As for the multiplicity: 1.

Atoms and positions in Å:
Pd: 0.125 1.137 1.435
Cl: -3.178 -0.224 1.930
Cl: -4.334 -0.532 4.781
Cl: -0.102 2.144 6.804
Cl: 0.914 2.635 3.866
Cl: -2.789 0.590 7.241
S: 0.302 5.843 -4.331
S: 1.481 -1.142 0.599
S: -1.129 -3.314 1.272
P: 1.054 2.242 -0.406
P: -1.596 2.339 0.231
O: 0.240 -3.900 1.616
O: 2.553 0.419 -1.748
N: -0.380 2.976 -0.779
C: 1.868 6.730 -4.142
C: 1.975 0.911 -4.713
C: -2.694 -6.995 0.945
C: 2.130 -0.614 4.512
C: -2.859 0.309 4.562
C: 0.402 -3.202 -2.485
C: -2.362 3.826 0.867
C: -4.068 -6.772 1.046
C: 3.102 -7.550 -0.460
C: -2.323 0.462 3.279
C: -0.672 -2.823 -4.648
C: 0.501 -3.110 -5.290
C: 2.044 -2.726 0.704
C: 1.357 0.050 -3.898
C: -3.300 6.257 1.812
C: 2.022 -0.467 2.122
C: 3.098 -5.331 0.488
C: -0.990 1.524 5.476
C: -2.055 -2.545 -1.208
C: 1.824 4.446 1.083
C: -2.236 1.127 -2.182
C: 4.518 4.230 0.423
C: -2.721 1.588 -0.960
C: -3.101 0.522 -3.085
C: 3.163 -3.088 1.489
C: -3.760 5.759 0.598
C: 1.569 -1.037 3.329
C: 3.163 0.337 4.530
C: -3.634 -4.402 1.297
C: -0.943 -2.973 -0.468
C: 3.665 -6.583 0.387
C: -0.748 -2.854 -3.235
C: 1.947 -5.019 -0.282
C: -2.277 -4.658 1.172
C: 3.597 3.353 -0.136
C: 3.819 0.725 5.819
C: -1.911 4.321 2.094
C: -1.790 -5.950 1.023
C: -1.122 1.130 3.078
C: 2.747 5.318 1.641
C: 1.394 -3.719 -0.202
C: 1.355 -6.023 -1.071
C: -0.632 3.937 -1.882
C: 1.940 -7.275 -1.167
C: 1.306 0.292 -2.453
C: -4.923 0.788 -1.530
C: -5.039 -7.924 1.018
C: -0.472 6.285 -2.751
C: 1.795 1.640 -1.958
C: -1.959 -2.517 -2.567
C: -2.175 0.820 5.663
C: -0.520 1.698 4.186
C: -2.377 5.538 2.563
C: 2.242 3.474 0.174
C: 1.664 -3.380 -4.538
C: 0.279 -3.279 -1.049
C: 1.623 -3.407 -3.171
C: 3.606 0.884 3.318
C: -3.303 4.539 0.122
C: -4.521 -5.465 1.220
C: 3.674 -4.334 1.372
C: -4.441 0.355 -2.761
C: 3.045 0.504 2.123
C: 2.450 2.204 -4.239
C: -4.066 1.396 -0.626
C: -0.105 5.336 -1.613
C: 4.092 5.213 1.307
C: 2.288 2.591 -2.971
H: 4.556 -4.602 1.945
H: -4.444 1.737 0.330
H: -2.027 5.926 3.511
H: 1.782 -1.039 5.447
H: 2.422 6.075 2.345
H: -2.726 0.195 -4.048
H: -5.181 -8.310 2.030
H: 0.534 -0.226 -1.885
H: 5.567 4.140 0.173
H: -6.015 -7.615 0.650
H: 2.513 3.605 -2.660
H: -4.003 -3.393 1.460
H: 2.045 0.698 -5.773
H: -2.989 -2.308 -0.711
H: -0.721 -6.126 0.972
H: 4.050 1.790 5.843
H: 0.817 -1.817 3.314
H: 4.554 -6.813 0.962
H: 1.700 7.805 -4.161
H: 0.981 5.315 -1.492
H: 2.600 -3.566 -5.051
H: 3.422 0.891 1.185
H: 4.765 0.186 5.921
H: -5.115 -0.111 -3.470
H: 0.439 -5.814 -1.610
H: 2.536 -3.592 -2.616
H: 0.774 4.529 1.339
H: -4.669 -8.746 0.407
H: -1.550 6.279 -2.927
H: -0.200 3.549 -2.805
H: 4.811 5.896 1.740
H: -1.193 1.264 -2.442
H: 4.402 1.621 3.321
H: 0.545 -3.114 -6.371
H: 1.493 -8.036 -1.794
H: -3.677 7.203 2.181
H: -0.532 5.707 -0.674
H: -3.686 4.151 -0.813
H: -5.969 0.665 -1.281
H: -2.330 -8.008 0.813
H: -1.206 3.744 2.681
H: -1.559 -2.562 -5.212
H: 3.936 2.578 -0.818
H: 2.373 6.452 -3.215
H: -2.829 -2.259 -3.162
H: -5.585 -5.282 1.315
H: -4.481 6.322 0.018
H: -1.712 3.986 -2.032
H: 3.573 -8.521 -0.557
H: 2.497 6.457 -4.988
H: 0.864 -0.835 -4.279
H: -0.170 7.303 -2.509
H: 2.852 2.902 -4.963
H: 3.200 0.471 6.677
H: 3.636 -2.359 2.132

No. 3
CH4NO3P | the ωB97M-V functional and the def2-TZVPD basis

Its net charge is 0. The energy above the lowest of the compared OMol25 structures with the same formula, charge and spin is 93.9 kcal/mol. For the HOMO energy (alpha / beta), the calculation gives -7.2 / -10.4 eV. The LUMO energy (alpha / beta) is 0.966 / -3.323 eV. As for the expectation value of S²: 2.012. As for the multiplicity: 3.

Atoms and positions in Å:
P: 0.703 0.247 0.466
O: -1.612 0.246 -0.846
O: 1.889 0.814 -0.407
O: -0.296 1.506 1.181
N: -0.396 -0.396 -0.883
C: -0.072 -1.351 0.173
H: -1.481 0.912 -0.158
H: 1.634 1.720 -0.211
H: -0.979 -1.668 0.936
H: 0.608 -2.031 -0.253

No. 4
C2H9N3O | the ωB97M-V functional and the def2-TZVPD basis

Its net charge is 0. As for the SMILES: C[C@@H](O)N(N)N. The energy above the lowest of the compared OMol25 structures with the same formula, charge and spin is 53.5 kcal/mol. For the HOMO energy, the calculation gives -9.3 eV. The LUMO energy is 0.906 eV. As for the multiplicity: 1.

Atoms and positions in Å:
O: 1.922 -0.017 0.772
N: -0.252 0.731 0.536
N: 0.063 1.435 -0.655
N: -1.605 0.425 0.744
C: 0.602 -0.449 0.663
C: 0.437 -1.471 -0.473
H: -2.101 1.264 1.028
H: 2.054 0.643 0.077
H: 0.334 -0.911 1.619
H: 0.705 -1.023 -1.428
H: -2.062 0.028 -0.083
H: -0.438 1.074 -1.472
H: -0.586 -1.835 -0.510
H: -0.176 2.414 -0.531
H: 1.102 -2.308 -0.287

Number 1: energy -110467.6632 eV. Number 2: energy -194144.5781 eV. Number 3: energy -18016.4701 eV. Number 4: energy -8736.1183 eV.